# 1
Density functional theory data (ωB97M-V/def2-TZVPD) for a structure of composition C42H52BaN5O6P.

```
! RIJCOSX wB97M-V def2-TZVPD def2/J DEFGRID3
* xyz -2 1
H 8.967 4.516 0.380
H -1.041 -5.004 3.602
H -2.496 2.135 3.634
H -3.846 -0.659 3.943
O 1.598 -0.640 0.466
C -1.552 -4.082 1.698
C 3.678 -1.316 -0.420
C -2.064 -2.737 5.110
H 5.478 -2.076 -1.266
H -3.285 0.053 2.415
H 2.311 -3.668 4.241
C -0.873 2.943 -2.158
H 0.134 -0.614 3.504
C -0.668 4.129 -2.875
H 9.981 5.470 -0.739
H 6.299 3.567 -2.684
H 1.833 -3.477 -3.024
H -1.253 4.331 -3.765
C 7.152 6.251 -0.829
C 6.183 4.499 -2.152
H -4.540 -3.093 4.006
H -1.824 3.319 2.498
C -4.617 -3.091 2.922
C 1.623 -2.148 -1.379
H 1.226 -2.872 2.021
H 2.871 3.806 2.026
C 9.428 4.529 -0.613
O 1.035 2.125 1.273
C -2.441 2.400 2.551
H 0.511 5.927 -2.967
C 0.713 3.505 -0.611
C 7.291 5.051 -1.511
H -2.275 -3.604 -0.281
H -1.491 -2.824 6.036
H 3.704 -4.156 3.280
H 3.608 5.730 0.706
N -0.576 -2.298 -2.362
H -2.033 -5.327 -0.006
H -5.647 -2.837 2.658
H -4.127 -3.095 -2.475
H -3.926 0.538 -0.296
H -7.709 -1.413 -0.827
H 7.996 6.696 -0.320
N 2.480 6.603 -1.544
H 10.132 3.699 -0.693
H -2.854 -2.013 5.288
C 1.372 3.135 0.641
N -0.209 2.654 -1.066
H -0.498 -4.076 1.382
Ba -0.506 0.501 0.521
O -1.793 -0.196 -1.096
C -3.690 -2.053 2.286
H -1.398 -0.144 4.214
N -1.915 -2.234 -2.188
C 4.800 6.344 -1.410
O -1.949 1.404 1.789
H 4.104 4.676 -2.575
C -2.379 -4.400 0.455
H -3.937 -2.010 1.217
H 4.329 -3.498 -2.925
H -6.393 0.486 0.058
C 1.037 4.706 -1.287
H -6.579 -3.227 -2.064
C -6.638 -1.370 -0.992
H -3.436 -4.513 0.685
C 2.632 -3.973 3.248
H -0.246 -2.046 -0.341
C -6.003 -2.385 -1.694
C -4.535 -0.257 -0.699
H 4.189 -0.685 0.297
C 0.299 5.004 -2.444
O 2.691 -1.629 2.734
P -1.817 -2.268 2.210
C 4.960 5.119 -2.087
C 2.305 -2.882 2.238
C -5.900 -0.306 -0.494
H -1.409 -6.142 2.320
H 2.126 -4.893 2.964
C 2.366 -2.883 -2.291
C -1.146 -2.280 3.978
H -2.721 -5.258 3.110
C -3.893 -1.264 -1.414
H 5.834 7.831 -0.261
C 2.262 -1.326 -0.397
H -3.474 2.704 2.258
H -0.124 -0.840 5.233
C -2.412 -1.206 -1.548
C -1.696 -5.180 2.753
H -4.426 -4.097 2.557
C -3.971 -0.670 2.861
C 3.748 -2.886 -2.246
C 2.814 5.091 0.334
H -4.990 -0.364 2.632
H -0.290 -2.965 3.931
H -2.519 -3.703 4.906
C 0.181 -2.172 -1.345
O 8.476 4.338 -1.620
C -0.603 -0.882 4.255
C 4.393 -2.091 -1.306
C 5.928 6.897 -0.796
N 3.650 7.076 -1.584
H -1.600 2.208 -2.475
C 2.153 5.488 -0.848
C 2.402 4.025 1.077
C -4.640 -2.330 -1.912
H 2.830 -3.102 1.299
H 2.411 -0.986 2.039
*
```

Kohn-Sham gap = 5.9 eV
HOMO = -2.05 eV
calculated total energy = -74116.301 eV
LUMO level = 3.84 eV
energy above the lowest of the compared OMol25 structures with the same formula, charge and spin = 74.3 kcal/mol

Atomic partial charges in e from the Löwdin method, atoms 1 to 99:
1. H 0.095
2. H 0.055
3. H 0.056
4. H 0.063
5. O -0.393
6. C -0.539
7. C -0.043
8. C -0.121
9. H 0.086
10. H 0.027
11. H 0.063
12. C -0.133
13. H 0.055
14. C -0.057
15. H 0.083
16. H 0.117
17. H 0.098
18. H 0.094
19. C -0.047
20. C -0.007
21. H 0.055
22. H 0.061
23. C -0.110
24. C -0.154
25. H 0.085
26. H 0.106
27. C -0.122
28. O -0.232
29. C -0.352
30. H 0.101
31. C -0.150
32. C -0.288
33. H 0.042
34. H 0.072
35. H 0.064
36. H 0.110
37. N 0.031
38. H 0.078
39. H 0.073
40. H 0.100
41. H 0.111
42. H 0.085
43. H 0.097
44. N 0.040
45. H 0.085
46. H 0.058
47. C -0.384
48. N 0.015
49. H 0.081
50. Ba 2.122
51. O -0.445
52. C -0.523
53. H 0.059
54. N 0.011
55. C -0.332
56. O -0.771
57. H 0.118
58. C -0.120
59. H 0.078
60. H 0.074
61. H 0.097
62. C -0.095
63. H 0.089
64. C -0.122
65. H 0.062
66. C -0.085
67. H 0.062
68. C -0.108
69. C -0.034
70. H 0.110
71. C -0.019
72. O -0.094
73. P 1.107
74. C -0.017
75. C -0.347
76. C -0.099
77. H 0.071
78. H 0.062
79. C -0.064
80. C -0.534
81. H 0.054
82. C -0.149
83. H 0.101
84. C -0.422
85. H 0.059
86. H 0.077
87. C -0.529
88. C -0.124
89. H 0.042
90. C -0.130
91. C -0.147
92. C -0.030
93. H 0.074
94. H 0.081
95. H 0.048
96. C -0.159
97. O -0.110
98. C -0.124
99. C -0.132

# 2
Density functional theory data (ωB97M-V/def2-TZVPD) for a structure of composition C3HO2S3.

```
! RIJCOSX wB97M-V def2-TZVPD def2/J DEFGRID3
* xyz -1 1
C 1.112 0.405 1.404
S 0.462 1.841 0.988
S 3.811 1.196 -1.006
C -1.348 1.999 -0.534
C 4.049 0.160 0.126
O -1.131 2.998 -1.082
S 0.504 -1.112 1.198
H -0.951 -1.105 0.637
O -1.957 0.995 -0.415
*
```

Kohn-Sham gap = 6.0 eV
HOMO = -2.98 eV
calculated total energy = -39725.658 eV
LUMO level = 3.01 eV
energy above the lowest of the compared OMol25 structures with the same formula, charge and spin = 76.6 kcal/mol

How positive or negative is each atom? The Löwdin charges in e answer that:
1. C -1.245
2. S 0.543
3. S 0.544
4. C -0.763
5. C -0.580
6. O 0.056
7. S 0.502
8. H -0.081
9. O 0.024

# 3
Density functional theory data (ωB97M-V/def2-TZVPD) for a cluster of 4 separate species, C4H16NO4S in total.

```
! RIJCOSX wB97M-V def2-TZVPD def2/J DEFGRID3
* xyz -1 1
H 1.925 0.367 1.208
H 0.896 0.561 2.632
H 1.243 2.310 -2.476
H -1.639 3.176 -0.506
H -0.524 0.306 -0.092
H -1.029 1.818 -1.327
O 0.346 -2.422 -1.398
N -0.038 2.203 0.610
H 0.963 2.310 0.569
C -1.564 0.552 1.662
H -1.727 -1.440 0.973
H -0.448 -2.702 -0.913
H -0.008 3.256 -1.220
O 0.165 -1.189 -3.779
C -0.244 0.742 0.888
H 1.215 0.798 -1.941
H 0.281 -0.319 -3.379
H 0.355 -1.841 -3.069
H -2.252 1.342 1.305
C 0.946 0.134 1.649
C -0.649 2.590 -0.659
O -2.124 -0.690 1.415
S 0.826 -1.677 1.687
O 1.207 1.385 -2.710
H 0.731 -2.094 -0.542
H -1.414 0.531 2.741
*
```

Kohn-Sham gap = 6.6 eV
HOMO = -3.51 eV
calculated total energy = -24923.263 eV
LUMO level = 3.06 eV
energy above the lowest of the compared OMol25 structures with the same formula, charge and spin = 9.5 kcal/mol

How positive or negative is each atom? The Löwdin charges in e answer that:
1. H 0.038
2. H 0.042
3. H 0.020
4. H 0.091
5. H 0.113
6. H 0.069
7. O -0.146
8. N -0.077
9. H 0.077
10. C -0.263
11. H 0.026
12. H 0.031
13. H 0.050
14. O -0.108
15. C -0.435
16. H 0.047
17. H -0.025
18. H -0.013
19. H 0.114
20. C -0.659
21. C -0.175
22. O -0.131
23. S 0.336
24. O -0.054
25. H -0.081
26. H 0.114

# 4
Density functional theory data (ωB97M-V/def2-TZVPD) for a structure of composition C4H6O2.

```
! RIJCOSX wB97M-V def2-TZVPD def2/J DEFGRID3
* xyz 0 1
H -0.027 -2.178 -0.645
H -2.043 0.036 1.111
C 0.250 0.670 -1.084
H 1.193 -0.950 0.204
O 0.693 -0.450 -1.665
C -0.509 0.092 0.022
H 0.649 -0.075 1.833
O -1.893 0.122 0.159
H 0.473 1.630 -1.538
C 0.318 -1.159 -0.465
H 0.573 1.658 1.219
C 0.450 0.612 0.995
*
```

Kohn-Sham gap = 8.8 eV
HOMO = -8.12 eV
calculated total energy = -8335.109 eV
LUMO level = 0.69 eV
energy above the lowest of the compared OMol25 structures with the same formula, charge and spin = 123.4 kcal/mol

How positive or negative is each atom? The Löwdin charges in e answer that:
1. H 0.135
2. H 0.102
3. C -0.032
4. H 0.113
5. O 0.000
6. C -0.570
7. H 0.074
8. O 0.034
9. H 0.145
10. C -0.071
11. H 0.051
12. C 0.018

# 5
Density functional theory data (ωB97M-V/def2-TZVPD) for a structure of composition C34H64EuN11OS2Sb.

```
! RIJCOSX wB97M-V def2-TZVPD def2/J DEFGRID3
* xyz 2 8
H -0.097 2.885 6.583
C 3.003 1.735 -0.240
C -3.018 2.751 0.051
H -2.473 -5.161 3.195
N -3.550 -1.097 0.244
H 2.863 0.515 -4.294
H 1.191 0.677 6.977
H 1.941 -3.792 -0.336
N 0.294 1.412 5.235
S 2.014 5.394 1.031
N -2.540 3.365 -1.080
C -1.682 1.622 3.130
H 2.052 2.035 6.280
H -0.467 3.716 -1.353
H 5.060 2.390 -0.349
N -4.276 3.264 0.298
H 3.168 0.953 -5.962
H -1.036 -4.432 3.908
H 2.324 -2.098 -1.495
H 2.808 -1.197 3.186
H -0.735 -5.425 1.593
C 2.047 -0.502 2.761
N -2.270 1.890 0.713
H 1.313 -2.429 -4.123
C 3.015 4.259 0.179
H -4.773 5.299 -0.140
H 2.555 -6.023 0.310
H -1.179 2.935 5.191
H 3.652 -5.343 2.424
C 1.480 1.128 6.012
H -1.829 -4.147 0.891
C -1.123 -4.403 1.708
C 3.307 -1.593 -1.506
C 3.368 -0.264 -1.093
C 4.499 -2.239 -1.809
H -3.509 -3.011 2.718
H 6.757 0.192 -0.941
N 4.368 1.668 -0.502
H -1.578 0.804 -6.868
H -5.857 2.065 0.961
C 5.816 -0.307 -1.203
H -1.393 3.474 -2.845
H -4.332 -0.458 0.013
C 4.644 0.363 -0.950
C 0.305 -2.387 -6.040
N 1.200 2.932 0.879
H -5.981 3.807 1.264
C -2.204 1.067 -6.021
H -2.368 -1.025 -5.318
H -2.022 -1.584 -1.064
H -1.053 2.034 -1.775
H -2.054 -2.145 3.189
H 3.366 0.435 5.149
C 1.191 -4.370 0.253
H -3.826 4.109 -2.614
H -2.938 -3.072 4.415
H -1.509 2.702 3.103
C -5.303 2.938 1.249
H -2.735 0.249 1.865
C 1.068 0.803 -5.471
H -1.828 2.024 -5.677
C -1.312 3.138 -1.786
N 2.373 0.589 -0.584
H -0.655 -2.094 -6.529
H -4.919 2.792 2.255
H -2.245 1.368 4.071
H 1.134 -1.874 -6.542
C 2.269 0.168 5.174
H 2.512 0.088 1.958
H -3.857 -2.065 0.034
H 4.486 -3.288 -2.036
N -0.460 0.869 2.957
C -1.775 -4.314 3.090
H 2.443 -4.135 2.757
C 1.981 -5.443 1.034
H 1.342 -6.134 1.584
H -1.418 1.692 6.439
C -0.670 2.262 5.889
C 5.741 -1.614 -1.659
H 2.644 -0.688 -5.559
C 2.521 0.356 -5.329
C -3.448 4.345 -1.591
C 2.426 2.991 0.194
N 1.651 0.320 3.869
C -2.653 1.331 2.011
C -2.626 -3.059 3.367
C 0.326 -2.220 -4.537
H -0.033 4.331 1.883
H 3.545 -3.952 1.429
H 0.935 1.876 -5.287
C -4.607 4.320 -0.643
C 2.956 -4.688 1.953
H -3.210 1.254 -6.425
H -3.026 5.364 -1.684
H -0.429 -2.841 -4.016
H 1.145 -1.009 2.380
H 3.956 4.504 -0.293
C -2.155 -0.018 -4.918
H 2.151 -0.894 5.536
H 0.707 0.556 -6.496
H 6.618 -2.153 -1.917
H -5.567 4.103 -1.171
C 0.390 0.858 3.966
H -2.751 -0.181 -1.431
S 0.320 -3.300 1.427
H 0.395 -4.782 -0.381
Sb -0.211 -0.182 -3.915
H 0.410 -3.475 -6.267
C 0.893 4.141 1.323
O -0.247 -2.162 0.499
N -2.445 -0.750 -0.627
Eu -0.195 0.282 0.457
H -3.623 1.766 2.295
H -2.865 0.264 -4.098
*
```

Kohn-Sham gap (alpha / beta) = 7.1 / 7.7 eV
HOMO (alpha / beta) = -11.59 / -12.27 eV
calculated total energy = -102260.214 eV
LUMO level (alpha / beta) = -4.53 / -4.53 eV
energy above the lowest of the compared OMol25 structures with the same formula, charge and spin = 0.0 kcal/mol

Atomic partial charges in e from the Löwdin method, atoms 1 to 99:
1. H 0.098
2. C -0.265
3. C -0.318
4. H 0.119
5. N -0.048
6. H 0.053
7. H 0.137
8. H 0.083
9. N -0.081
10. S 1.073
11. N -0.114
12. C -0.263
13. H 0.135
14. H 0.081
15. H 0.163
16. N -0.087
17. H 0.072
18. H 0.116
19. H 0.095
20. H 0.112
21. H 0.089
22. C -0.059
23. N -0.028
24. H 0.027
25. C -0.307
26. H 0.136
27. H 0.118
28. H 0.078
29. H 0.070
30. C -0.149
31. H 0.108
32. C -0.313
33. C -0.035
34. C -0.228
35. C -0.072
36. H 0.072
37. H 0.127
38. N 0.177
39. H 0.054
40. H 0.090
41. C -0.011
42. H 0.102
43. H 0.090
44. C -0.174
45. C -0.200
46. N -0.002
47. H 0.106
48. C -0.193
49. H 0.041
50. H 0.058
51. H 0.015
52. H 0.051
53. H 0.145
54. C -0.334
55. H 0.134
56. H 0.080
57. H 0.102
58. C -0.036
59. H 0.067
60. C -0.419
61. H 0.049
62. C -0.059
63. N 0.068
64. H 0.073
65. H 0.074
66. H 0.131
67. H 0.056
68. C -0.128
69. H 0.068
70. H 0.088
71. H 0.104
72. N -0.032
73. C -0.283
74. H 0.055
75. C -0.259
76. H 0.103
77. H 0.098
78. C -0.043
79. C -0.059
80. H 0.044
81. C -0.199
82. C -0.151
83. C -0.311
84. N -0.116
85. C -0.273
86. C -0.103
87. C -0.462
88. H 0.083
89. H 0.070
90. H 0.037
91. C -0.140
92. C -0.118
93. H 0.075
94. H 0.135
95. H 0.042
96. H 0.008
97. H 0.080
98. C -0.446
99. H 0.142

# 6
Density functional theory data (ωB97M-V/def2-TZVPD) for a structure of composition C24H23CaN5.

```
! RIJCOSX wB97M-V def2-TZVPD def2/J DEFGRID3
* xyz 0 1
N 2.370 1.044 -1.344
H -0.016 -2.431 -2.229
C 2.955 2.641 0.481
C 3.232 1.988 -0.836
C 0.301 -1.499 2.320
C -3.836 -0.239 0.788
H 4.042 -2.168 3.004
C -3.607 1.598 -1.300
H -4.313 2.896 -2.863
N 1.287 -0.886 1.600
C -0.348 -3.065 4.094
H 2.371 -1.375 -3.047
H -4.025 -0.938 1.577
C -1.116 -1.188 2.016
C 2.030 -2.639 3.565
N -0.347 -2.046 -1.350
Ca 0.509 0.166 -0.330
C -4.979 0.269 0.123
H 1.137 -0.200 -3.500
H 3.274 -0.582 1.205
C 4.269 2.222 -1.708
N -1.228 1.535 -1.069
C 2.988 -2.004 2.831
H 2.938 1.937 1.323
C -2.188 2.920 -2.748
C 0.656 -2.409 3.334
C -1.646 -2.786 3.818
H -5.776 1.550 -1.391
C -3.431 2.516 -2.359
C -2.540 0.140 0.465
H -0.245 -2.774 -0.649
C 2.564 -1.116 1.830
C -1.084 2.392 -2.059
H 2.612 -0.326 -4.433
H -1.349 -1.901 -1.446
C 2.221 -0.353 -3.416
C -2.455 1.108 -0.654
H -0.063 -3.760 4.874
H -0.066 2.669 -2.316
H 4.644 1.285 -3.726
H 3.722 3.381 0.712
N -1.344 -0.264 1.019
C 4.044 1.378 -2.832
H 1.996 3.173 0.502
H -5.950 -0.079 0.454
H -2.042 3.624 -3.555
H 5.076 2.924 -1.558
H -3.082 -1.707 2.698
C -4.896 1.165 -0.892
H -2.433 -3.264 4.389
H 2.312 -3.335 4.347
C -2.030 -1.873 2.805
C 2.887 0.684 -2.566
*
```

Kohn-Sham gap = 6.4 eV
HOMO = -6.51 eV
calculated total energy = -51154.294 eV
LUMO level = -0.12 eV

How positive or negative is each atom? The Löwdin charges in e answer that:
1. N -0.122
2. H 0.037
3. C -0.067
4. C -0.437
5. C -0.153
6. C -0.024
7. H 0.107
8. C -0.164
9. H 0.119
10. N -0.035
11. C -0.065
12. H 0.061
13. H 0.065
14. C -0.222
15. C -0.009
16. N 0.000
17. Ca 1.367
18. C -0.087
19. H 0.054
20. H 0.111
21. C -0.092
22. N -0.035
23. C -0.046
24. H 0.051
25. C -0.046
26. C -0.164
27. C -0.086
28. H 0.107
29. C -0.009
30. C -0.225
31. H 0.043
32. C -0.126
33. C -0.124
34. H 0.071
35. H 0.041
36. C -0.078
37. C -0.154
38. H 0.107
39. H 0.114
40. H 0.085
41. H 0.072
42. N -0.076
43. C -0.093
44. H 0.066
45. H 0.105
46. H 0.107
47. H 0.085
48. H 0.066
49. C -0.064
50. H 0.105
51. H 0.119
52. C -0.024
53. C -0.435